[1]
{"formula": "C39H32BrN5O2SSn", "method": "ωB97M-V/def2-TZVPD", "species": ["Sn", "O", "C", "C", "C", "C", "C", "C", "C", "O", "N", "N", "C", "C", "Br", "C", "C", "C", "C", "C", "C", "C", "H", "H", "H", "H", "H", "H", "H", "H", "H", "H", "H", "H", "H", "H", "S", "C", "C", "C", "N", "C", "C", "C", "C", "C", "N", "C", "C", "H", "H", "H", "H", "H", "H", "H", "H", "N", "C", "C", "C", "C", "C", "C", "C", "C", "C", "C", "C", "C", "C", "H", "H", "H", "H", "H", "H", "H", "H", "H", "H"], "positions_angstrom": [[0.3371, 0.1054, -0.8034], [-4.3950, 0.4726, 2.1379], [-3.6141, -0.0933, 3.1007], [-4.0062, -0.1808, 4.4320], [-3.1631, -0.7590, 5.3642], [-1.9305, -1.2649, 4.9803], [-1.5282, -1.1577, 3.6617], [-2.3634, -0.5897, 2.7147], [-1.8878, -0.3723, 1.2852], [-0.5637, -0.4702, 1.1517], [-2.6037, -1.2147, 0.3251], [-1.9959, -1.5388, -0.7753], [-2.5489, -2.2049, -1.7391], [-1.7691, -2.6421, -2.8425], [0.1409, -2.6554, -2.5210], [-2.1530, -3.1283, -4.0541], [-3.4470, -3.1746, -4.6638], [-3.6024, -4.0134, -5.7864], [-4.8193, -4.1231, -6.4226], [-5.9128, -3.3995, -5.9599], [-5.7690, -2.5418, -4.8747], [-4.5523, -2.4146, -4.2423], [-5.2127, 0.8045, 2.5320], [-4.9651, 0.2146, 4.7405], [-3.4674, -0.8107, 6.3981], [-1.2895, -1.7461, 5.7032], [-0.5638, -1.5137, 3.3421], [-2.2479, 0.6665, 1.0549], [-3.6010, -1.3729, 0.4579], [-3.5908, -2.5235, -1.6951], [-1.3612, -3.5421, -4.6668], [-2.7601, -4.5927, -6.1319], [-4.9234, -4.7734, -7.2770], [-6.8700, -3.4902, -6.4521], [-6.6164, -1.9664, -4.5331], [-4.4407, -1.6895, -3.4520], [7.3004, -0.0632, 0.3248], [5.5381, -0.0520, -0.0067], [5.0081, 0.7114, -1.0386], [3.6416, 0.6759, -1.2432], [2.8261, -0.0605, -0.4970], [3.3324, -0.7926, 0.4863], [4.6849, -0.8228, 0.7721], [7.6448, -1.2759, -0.9644], [7.7884, -0.8874, -2.2856], [7.9745, -1.8907, -3.2304], [8.0166, -3.1603, -2.8959], [7.9132, -3.5327, -1.6413], [7.7217, -2.6133, -0.6147], [5.6359, 1.3269, -1.6618], [3.1752, 1.2582, -2.0274], [2.6155, -1.3708, 1.0558], [5.0632, -1.4299, 1.5780], [7.7695, 0.1499, -2.5767], [8.0866, -1.6602, -4.2803], [7.9747, -4.5929, -1.4405], [7.6409, -2.9334, 0.4118], [0.4849, 2.0263, 0.2637], [0.0192, 2.7849, 1.1339], [-0.7763, 3.9426, 0.6319], [-1.7520, 3.7041, -0.3291], [-2.4784, 4.7592, -0.8480], [-2.2105, 6.0530, -0.4291], [-1.2303, 6.2864, 0.5229], [-0.5056, 5.2344, 1.0597], [0.1853, 2.5963, 2.5841], [-0.7357, 3.1014, 3.4983], [-0.5918, 2.8205, 4.8466], [0.4658, 2.0415, 5.2892], [1.3983, 1.5609, 4.3821], [1.2544, 1.8194, 3.0335], [-1.9498, 2.6845, -0.6466], [-3.2449, 4.5705, -1.5836], [-2.7572, 6.8796, -0.8557], [-1.0227, 7.2924, 0.8511], [0.2664, 5.4158, 1.7912], [-1.5679, 3.7015, 3.1629], [-1.3127, 3.2075, 5.5496], [0.5575, 1.8069, 6.3386], [2.2380, 0.9748, 4.7254], [1.9708, 1.4488, 2.3143]], "forces_ev_per_angstrom": [[-0.1799, -0.1793, 0.7007], [-0.2417, 0.0567, -0.2877], [0.4936, -0.3538, 0.5404], [-0.0357, 0.1383, -0.1981], [0.0808, -0.0554, -0.0376], [0.0343, -0.0121, 0.0512], [-0.1423, -0.1195, -0.0606], [-0.4067, 0.0027, -0.2869], [-0.0820, 1.7420, 0.8837], [1.7544, -0.1531, -1.3966], [-0.1233, -0.8337, -1.5359], [0.5103, 0.7923, 1.9372], [-0.8925, -1.0154, -1.2463], [0.8662, 0.6238, 1.4061], [-0.5050, -0.3278, -0.3937], [-0.5344, -0.4011, -0.8443], [0.1516, 0.0917, 0.1021], [-0.0410, -0.0138, -0.0498], [0.0394, -0.0860, -0.0067], [0.1352, -0.0587, -0.0017], [-0.0351, 0.1097, 0.1969], [-0.1851, 0.0383, 0.0532], [0.1002, -0.0338, -0.0633], [-0.0869, 0.0293, -0.0052], [-0.0793, -0.0395, 0.0740], [0.0631, 0.0428, 0.0717], [0.1733, -0.0491, -0.0256], [-0.0431, -0.2976, -0.2115], [-0.1270, -0.0884, 0.0020], [-0.0141, 0.0990, -0.0239], [0.0497, -0.0862, 0.0515], [0.1132, -0.0477, -0.0634], [-0.0029, -0.0612, -0.0552], [-0.0395, 0.0044, -0.0376], [-0.0217, 0.0812, -0.0060], [-0.0219, 0.0831, 0.0458], [-0.2136, -0.1254, -0.3524], [0.4056, 0.0270, 0.2301], [-0.3170, -0.0483, 0.0756], [0.1724, 0.2721, -0.3379], [-1.0558, 0.0201, 0.1633], [0.1327, -0.3620, 0.4392], [-0.2443, 0.1208, -0.1253], [0.0209, 0.1940, 0.3573], [0.0778, -0.1401, -0.1152], [-0.1157, 0.6047, 0.3669], [0.1988, -0.9695, -1.0023], [-0.1043, 0.3240, 0.6229], [0.0572, -0.1341, -0.1833], [0.0653, 0.0545, -0.0345], [0.0340, 0.0749, -0.0783], [0.0685, -0.0815, 0.1422], [0.0473, -0.0552, 0.0762], [0.0004, 0.1461, 0.0009], [0.0230, 0.0780, -0.0951], [0.0155, -0.0954, 0.0661], [-0.0261, 0.0036, 0.1138], [0.6271, -0.3483, -0.0931], [-0.7752, 1.1381, 0.7194], [0.0265, -0.0874, -0.2470], [-0.0522, -0.1040, -0.0290], [-0.0441, -0.0537, -0.0671], [0.0211, -0.0438, -0.0279], [0.1010, 0.0185, 0.0861], [-0.0952, 0.0691, 0.0062], [0.3461, -0.4728, 0.0746], [-0.0600, 0.0906, -0.0881], [-0.0486, -0.0357, -0.0387], [-0.0872, 0.0541, -0.0697], [0.1636, -0.1788, -0.0894], [-0.0668, 0.0808, 0.0677], [-0.0339, 0.0913, -0.0129], [-0.0741, 0.0219, -0.0684], [-0.0762, 0.0798, 0.0132], [0.0206, 0.1172, 0.0112], [0.0751, 0.0282, 0.1004], [-0.0760, 0.0437, -0.0696], [-0.0676, 0.0257, 0.0670], [0.0648, 0.0301, 0.0920], [0.0391, -0.0427, 0.0519], [0.1051, -0.0521, 0.0022]], "homo_lumo_gap_ev": [4.75, 6.39], "total_charge": 2}

[2]
{"formula": "C6H12O2", "method": "ωB97M-V/def2-TZVPD", "species": ["C", "C", "C", "C", "C", "C", "O", "H", "H", "H", "H", "H", "H", "H", "H", "H", "H", "O", "H", "H"], "positions_angstrom": [[-1.4223, -1.4590, 2.8239], [-0.4315, -0.7576, 1.9353], [-0.7147, 0.3561, 1.2737], [0.2902, 1.0068, 0.3903], [0.1955, 1.0669, -0.9279], [1.2762, 1.6505, -1.7892], [-0.9194, 0.6297, -1.5914], [-2.3342, -0.9105, 3.0056], [-1.7169, -2.4368, 2.4363], [-0.9424, -1.6596, 3.7879], [0.5132, -1.2947, 1.8575], [-1.7060, 0.7919, 1.3860], [1.2129, 1.3070, 0.8712], [1.2226, 1.3459, -2.8368], [2.2888, 1.3795, -1.4789], [1.2734, 2.7465, -1.7908], [-0.9804, 1.1557, -2.3998], [1.4247, -1.9976, -1.3509], [2.1091, -1.3267, -1.5108], [0.7003, -1.7503, -1.9431]], "forces_ev_per_angstrom": [[0.4728, -0.3238, 0.2984], [-0.7809, -0.5016, 0.3194], [0.4522, 0.0640, -0.2158], [-0.3226, -0.6306, 0.5280], [0.4802, 0.6021, 0.0006], [0.6319, 0.4542, -0.4002], [-0.1162, 0.1080, -0.1910], [-0.1917, 0.3843, -0.0363], [0.1333, -0.0098, -0.1694], [-0.1610, 0.0176, 0.0362], [0.0651, 0.4272, -0.2583], [0.0866, 0.0041, -0.1128], [0.1006, 0.0555, -0.2218], [-0.2768, -0.1492, 0.0239], [-0.1877, -0.1126, 0.2827], [-0.2134, -0.0894, 0.0314], [-0.1465, -0.2751, 0.0448], [0.2245, 0.3173, -0.3221], [-0.3687, -0.3253, 0.1141], [0.1181, -0.0168, 0.2482]], "smiles": "C/C=C/C=C(/C)O.O", "homo_lumo_gap_ev": 9.01, "total_charge": 0}

[3]
{"formula": "C3H8S2", "method": "ωB97M-V/def2-TZVPD", "species": ["C", "C", "H", "H", "H", "H", "C", "S", "S", "H", "H", "H", "H"], "positions_angstrom": [[-1.5386, 0.3180, -1.5703], [-0.9062, 1.2511, -0.8552], [-1.1453, 0.0286, -2.5359], [-2.5745, 0.0843, -1.3679], [0.1371, 1.4725, -1.0899], [-1.2611, 1.9180, -0.0798], [1.4177, -1.5062, 0.6494], [0.0290, -0.9869, 1.6831], [0.6885, 0.9054, 2.4372], [0.8821, -1.7342, -0.2758], [2.2821, -0.8553, 0.5999], [1.7445, -2.4727, 1.0520], [0.2447, 1.5773, 1.3531]], "forces_ev_per_angstrom": [[-0.6692, 1.1633, 0.1392], [1.3204, -0.0734, -0.1972], [0.3288, -0.6299, 0.2986], [-0.0711, -0.1255, -0.0252], [-0.1633, 0.0879, -0.3434], [-0.7563, -0.5316, 0.2195], [-0.8783, -0.8343, 0.3685], [1.2864, 1.5918, 0.0983], [-0.5727, -1.0612, -0.1708], [0.5036, 0.1422, -0.3770], [-0.3507, 0.4518, -0.1040], [-0.1164, -0.0197, 0.0760], [0.1389, -0.1614, 0.0175]], "multiplicity": 2, "homo_lumo_gap_ev": [9.00, 5.45], "s2": 0.75, "total_charge": 1}

[4]
{"formula": "C22H45N2O7PS2", "method": "ωB97M-V/def2-TZVPD", "species": ["O", "S", "O", "C", "C", "C", "C", "C", "C", "S", "C", "N", "N", "C", "O", "C", "C", "P", "O", "O", "O", "O", "H", "H", "H", "H", "H", "H", "H", "H", "H", "H", "H", "H", "H", "H", "H", "H", "H", "C", "C", "C", "C", "C", "C", "H", "H", "H", "H", "H", "H", "H", "H", "H", "H", "H", "H", "H", "H", "C", "C", "C", "C", "C", "C", "H", "H", "H", "H", "H", "H", "H", "H", "H", "H", "H", "H", "H", "H"], "positions_angstrom": [[2.3560, -1.3171, 6.6143], [0.8591, -0.9347, 6.5307], [-0.1798, -2.2841, 6.5858], [0.5345, -3.5555, 6.3945], [1.1620, -3.7344, 4.8563], [1.1204, -5.2743, 4.3054], [-0.2635, -5.7255, 3.5601], [-1.3590, -6.4868, 4.5182], [-2.9147, -5.9975, 4.1482], [-3.6306, -4.9143, 5.4998], [-4.2901, -3.2900, 4.8367], [-4.0266, -2.5239, 3.5580], [-4.8102, -1.3540, 3.6836], [-5.5563, -1.3778, 5.0340], [-5.2350, -2.6355, 5.7685], [0.5317, -2.6071, 3.8485], [1.2390, -1.1297, 3.9229], [0.8096, -0.2627, 2.2315], [1.5437, 1.1400, 2.0846], [-0.9261, 0.0923, 2.2859], [1.0619, -1.2928, 0.8488], [0.6724, -0.2473, 4.9638], [-0.1782, -4.4811, 6.5807], [1.4256, -3.6900, 7.1751], [2.3169, -3.4568, 4.9790], [2.1015, -5.4597, 3.6553], [1.2583, -5.9787, 5.2590], [0.0504, -6.5216, 2.7275], [-0.8328, -4.8782, 2.9898], [-1.3238, -7.6476, 4.2423], [-1.1355, -6.4282, 5.6669], [-2.9396, -5.4860, 3.0953], [-3.5894, -6.9779, 4.0567], [-6.2707, -0.5708, 5.4926], [-0.6472, -2.5743, 4.0329], [0.6521, -3.0360, 2.7470], [2.4169, -1.1894, 3.9480], [-1.3786, -0.2596, 1.4631], [0.2041, -1.8167, 0.6747], [4.1610, 5.8679, -2.6260], [2.8415, 5.2240, -3.0218], [1.8218, 5.1810, -1.8811], [2.2370, 4.3549, -0.6591], [2.5724, 2.8879, -0.9414], [1.3933, 2.0966, -1.4859], [4.6647, 5.3043, -1.8355], [4.8351, 5.9048, -3.4875], [4.0045, 6.8928, -2.2752], [3.0261, 4.2161, -3.4094], [2.4105, 5.7967, -3.8515], [0.8725, 4.7986, -2.2739], [1.6167, 6.2075, -1.5499], [1.4247, 4.3971, 0.0780], [3.1024, 4.8254, -0.1776], [2.8997, 2.4210, -0.0034], [3.4158, 2.8118, -1.6345], [0.5500, 2.1231, -0.7895], [1.6787, 1.0490, -1.6306], [1.0575, 2.4847, -2.4519], [-3.1342, 1.8331, -7.7452], [-1.6263, 1.8758, -7.9381], [-0.8620, 1.0119, -6.9320], [-1.0171, 1.4203, -5.4633], [-0.6089, 2.8591, -5.1352], [0.8621, 3.1408, -5.3994], [-3.4284, 2.2312, -6.7700], [-3.6289, 2.4369, -8.5124], [-3.5086, 0.8080, -7.8285], [-1.2795, 2.9140, -7.8936], [-1.3950, 1.5190, -8.9487], [0.2006, 1.0174, -7.2015], [-1.1917, -0.0302, -7.0368], [-0.4199, 0.7339, -4.8493], [-2.0577, 1.2720, -5.1513], [-0.8114, 3.0425, -4.0721], [-1.2241, 3.5712, -5.6937], [1.4993, 2.4673, -4.8188], [1.1056, 4.1689, -5.1102], [1.1117, 3.0269, -6.4584]], "forces_ev_per_angstrom": [[-4.8335, 0.3218, -0.4268], [3.1059, 0.2336, -0.1090], [2.4846, -0.3024, -0.6701], [1.0616, -2.3921, -0.5540], [1.2522, 1.0105, 0.5799], [0.1512, -0.0487, 0.8323], [0.2175, -0.9744, -0.5521], [-0.5004, -0.7393, -0.6653], [0.4442, -1.3330, -1.2319], [-0.4289, 1.4856, -0.9587], [-0.4504, 2.3697, -2.2399], [-3.0545, -1.1124, 6.6459], [-2.2974, -1.7999, 6.0182], [3.3359, -2.0210, -3.8029], [2.0705, 1.8491, -5.2656], [-0.6056, -1.2319, -0.2601], [-0.4699, -1.0749, -1.3401], [0.0911, 5.5572, -1.3575], [-2.2452, -5.6546, 0.4816], [2.6391, -2.1224, -1.3731], [-2.5120, 0.5098, 2.4746], [0.8150, -2.7508, 0.1060], [0.9283, 2.3951, -0.2672], [-1.9767, 0.6249, -1.6872], [-2.4699, -0.6213, -0.3236], [-2.3874, 0.4642, 1.1455], [-0.2736, 1.4348, -2.0094], [-0.7344, 1.8010, 1.7464], [1.3667, -1.2973, 1.1848], [-0.0913, 2.5293, 0.6949], [-0.4719, 0.1670, -2.2158], [0.0396, -0.7930, 2.1503], [1.3021, 2.3344, 0.3943], [1.6835, -1.9918, -0.9791], [2.5746, 0.4013, -0.3940], [0.0093, 1.0133, 2.2491], [-2.3961, 0.1347, 0.1720], [0.7069, 0.6384, 1.3709], [1.9378, 1.0255, 0.3854], [0.1744, -0.0367, -0.1035], [-0.1093, 0.0705, 0.0514], [-0.0976, -0.0497, -0.0507], [0.1123, 0.0308, 0.0435], [-0.0174, 0.0295, 0.2873], [0.0207, -0.1930, -0.1250], [-0.0377, 0.0861, -0.0469], [-0.0044, 0.0443, 0.1292], [0.0394, -0.0856, 0.0223], [-0.0514, 0.0551, 0.0518], [0.0095, -0.0861, 0.0444], [0.0361, 0.0070, 0.0319], [0.0269, -0.0799, -0.0557], [0.0996, -0.0482, -0.0665], [-0.0806, -0.0119, -0.0392], [-0.0628, 0.0899, -0.1450], [0.0057, 0.0650, -0.0163], [0.0590, 0.0151, -0.0297], [-0.1088, 0.0896, 0.0146], [-0.0231, -0.0209, 0.0516], [-0.1221, 0.1574, -0.0720], [0.0780, -0.1283, -0.0204], [0.1496, 0.0052, -0.0409], [-0.1625, 0.0073, 0.0470], [0.0133, -0.1632, 0.1396], [0.0428, 0.2576, -0.0532], [-0.0086, -0.0649, -0.0788], [-0.0309, -0.0902, 0.1107], [0.0035, 0.0807, 0.0532], [0.0199, -0.0777, 0.0223], [0.0383, 0.0615, 0.0973], [-0.0723, -0.0083, 0.0458], [0.0173, 0.1041, -0.0087], [-0.0357, 0.0839, -0.0395], [0.0738, -0.0146, -0.0399], [-0.0478, -0.0082, -0.1377], [-0.0284, -0.0525, 0.0156], [-0.0073, 0.0251, -0.0743], [0.0523, -0.1735, -0.0564], [0.0182, -0.0126, 0.0924]], "homo_lumo_gap_ev": 8.73, "total_charge": 0}

[5]
{"formula": "C6H10O2", "method": "ωB97M-V/def2-TZVPD", "species": ["C", "C", "C", "C", "C", "C", "O", "O", "H", "H", "H", "H", "H", "H", "H", "H", "H", "H"], "positions_angstrom": [[-0.1653, 1.3710, 0.2335], [0.3246, -0.4117, -1.2554], [0.4633, 1.0603, 1.5326], [1.2442, -1.2692, -0.4180], [-1.0095, 0.5731, -0.6166], [-1.7886, -0.5923, 0.2029], [-1.6855, 1.0358, -1.5824], [-1.4782, -1.2268, 1.1601], [-0.1586, 2.4206, -0.0603], [-2.7709, -0.6795, -0.3006], [0.8509, 0.2713, -1.9180], [-0.2938, -1.0268, -1.9102], [1.5546, 1.1544, 1.4404], [0.2688, 0.0570, 1.8997], [0.1619, 1.8007, 2.2795], [1.7763, -1.9523, -1.0868], [2.0050, -0.6940, 0.1073], [0.7010, -1.8916, 0.2924]], "forces_ev_per_angstrom": [[-0.9399, -0.2179, -0.1130], [0.5873, -0.0804, -0.1885], [0.4642, -0.4840, -0.1934], [0.0117, 0.0427, 0.0269], [-0.1533, -0.4197, 0.9557], [-0.2272, 0.6427, -0.6787], [0.1603, -0.0001, 0.1465], [0.3186, -0.0724, 0.1688], [0.4217, -0.0518, -0.2841], [0.0227, -0.1092, -0.0711], [0.0080, 0.1445, 0.1272], [-0.3200, 0.1703, 0.2318], [-0.0569, 0.1530, 0.0222], [-0.1757, 0.0658, -0.0588], [-0.0504, 0.0674, -0.1389], [-0.0383, 0.0553, -0.0559], [-0.0364, 0.0000, 0.0610], [0.0036, 0.0937, 0.0424]], "homo_lumo_gap_ev": [7.27, 7.27], "total_charge": 0}

[6]
{"formula": "C4H7NO", "method": "ωB97M-V/def2-TZVPD", "species": ["C", "N", "C", "C", "C", "O", "H", "H", "H", "H", "H", "H", "H"], "positions_angstrom": [[-0.6192, -1.2143, 1.7516], [-0.0586, -0.9633, 0.4773], [0.2761, 0.3656, 0.2627], [-0.1758, 0.6867, -1.1990], [0.6499, 0.9232, -2.2017], [0.1607, 1.2888, 1.1158], [1.2990, -0.3201, 0.0168], [-1.2483, 0.8057, -1.2731], [-1.3757, -0.4380, 1.9653], [-1.0410, -2.2140, 1.8252], [0.1360, -1.0078, 2.5297], [1.7246, 0.8578, -2.1018], [0.2722, 1.2296, -3.1687]], "forces_ev_per_angstrom": [[0.6333, 0.2498, 0.9873], [0.3024, 0.0476, -1.1661], [-2.4177, 1.5304, -0.0400], [1.0674, 0.1365, 0.3593], [-0.1509, 0.0870, -0.1364], [0.7737, -1.0070, -0.6530], [-0.4135, -0.6330, 0.8106], [-0.0019, -0.0838, 0.0181], [0.1280, 0.0103, -0.2494], [0.2996, -0.0204, -0.0259], [-0.2404, -0.2355, 0.0554], [0.0337, -0.0406, 0.0587], [-0.0138, -0.0413, -0.0185]], "homo_lumo_gap_ev": [8.20, 8.20], "total_charge": 0}

Computed values of E_tot (unit: eV) for the preceding records, in sequence: -139199.6968, -10510.2646, -24900.9330, -71807.9808, -10475.0265, -7794.2534.